Entry 1:
The following is a DFT calculation (the ωB97M-V functional and the def2-TZVPD basis) of a cluster of 13 separate species, C37H99F6N8O23S2 in total in a non-equilibrium geometry.

Last column: Mulliken charge in e.
Cartesian coordinates (Å):
1 C -3.13996 -5.53575 0.86625  -0.90
2 C -2.85290 -6.37329 -0.38280  1.27
3 C -1.37811 -6.71702 -0.57892  -0.64
4 O -1.06163 -7.78208 -1.46698  -0.43
5 C 0.25775 -8.21447 -1.43635  -0.75
6 N -3.67643 -7.68777 -0.40043  -0.16
7 H -4.66594 -7.52704 -0.52352  0.37
8 H -3.39837 -8.36035 -1.10073  0.36
9 H -3.51745 -8.26811 0.41076  0.36
10 H -2.71361 -4.53295 0.89306  -0.40
11 H -2.68457 -6.01682 1.73186  0.51
12 H -4.21932 -5.41541 0.95902  0.44
13 H -3.22888 -5.89686 -1.28820  -0.94
14 H -0.94947 -7.04638 0.36760  0.64
15 H -0.80483 -5.80175 -0.72634  0.31
16 H 0.84622 -7.33448 -1.69601  0.27
17 H 0.50574 -8.83279 -2.29906  0.32
18 H 0.56253 -8.60324 -0.46473  0.31
19 C -0.73607 3.16685 2.82725  0.12
20 C -0.48622 4.13445 4.06363  -0.23
21 C 0.14747 5.52682 3.75417  -0.70
22 O -0.70395 6.44589 3.14776  -0.58
23 C -0.19311 7.77007 3.17944  -1.00
24 N -1.85644 4.42921 4.77093  -0.19
25 H -1.72894 4.89318 5.65895  0.39
26 H -2.42790 5.07560 4.24584  0.29
27 H -2.36186 3.55966 4.86331  0.36
28 H 0.15549 2.62022 2.51999  -0.15
29 H -1.13774 3.62751 1.92472  -0.46
30 H -1.37737 2.30675 3.01977  0.27
31 H 0.10881 3.57697 4.78699  0.54
32 H 0.94219 5.28703 3.04775  0.15
33 H 0.50743 5.93927 4.69673  0.64
34 H -0.28842 8.22398 4.16584  0.32
35 H -0.76397 8.32399 2.43419  0.35
36 H 0.86780 7.83601 2.93814  0.38
37 C 1.61639 2.81464 -3.44172  -1.10
38 C 3.00842 3.40604 -3.35327  0.43
39 C 3.25316 4.32301 -2.14942  -1.20
40 O 2.99116 3.73059 -0.89799  0.56
41 C 3.25538 4.50111 0.29166  -0.99
42 N 4.08696 2.40949 -3.50101  0.18
43 H 5.00479 2.71812 -3.21388  0.35
44 H 3.92514 1.51174 -3.06746  -0.06
45 H 4.22372 2.01969 -4.42266  0.52
46 H 0.87561 3.59244 -3.62712  0.50
47 H 1.30423 2.30352 -2.53100  -0.35
48 H 1.55891 2.15648 -4.30868  0.63
49 H 3.13690 3.97127 -4.27637  0.33
50 H 2.72633 5.24769 -2.38505  0.36
51 H 4.31425 4.57134 -2.12631  0.45
52 H 2.59340 4.18919 1.09949  0.09
53 H 3.05499 5.56192 0.14126  0.47
54 H 4.28735 4.39667 0.62668  0.24
55 C -2.60627 7.73133 -0.83208  -1.47
56 C -1.99116 6.39968 -0.30501  0.09
57 C -0.40073 6.25735 -0.24280  -0.84
58 O 0.11131 4.93282 0.14734  0.28
59 C -0.36526 3.83880 -0.63089  0.09
60 N -2.58917 6.11398 1.03772  0.56
61 H -1.94800 6.19022 1.81437  0.01
62 H -3.33222 6.72479 1.34576  0.52
63 H -3.03928 5.20987 1.04670  0.09
64 H -2.53545 8.45180 -0.01722  0.37
65 H -3.64376 7.61926 -1.14699  0.41
66 H -2.06279 8.07571 -1.71193  0.41
67 H -2.47478 5.64363 -0.92355  0.27
68 H 0.08650 6.96680 0.42606  0.28
69 H -0.10786 6.43019 -1.27840  0.49
70 H -1.45313 3.90612 -0.64201  0.18
71 H -0.15652 2.84535 -0.23393  -0.72
72 H -0.03821 3.98913 -1.65975  0.25
73 C 5.63162 0.97492 0.58163  -1.08
74 C 6.36897 2.20374 1.16280  0.64
75 C 6.94823 1.92871 2.54497  -1.07
76 O 7.71955 0.77579 2.51308  -0.33
77 C 8.35060 0.38434 3.72772  -0.78
78 N 7.44007 2.70269 0.18103  -0.01
79 H 7.24784 2.34706 -0.74454  0.33
80 H 7.43712 3.70719 0.07581  0.38
81 H 8.35972 2.36722 0.42963  0.40
82 H 6.44604 0.25709 0.48392  0.52
83 H 5.17969 1.16178 -0.39251  0.20
84 H 4.84064 0.67670 1.26976  0.20
85 H 5.58643 2.92963 1.38374  -0.30
86 H 6.10258 1.74838 3.20864  0.42
87 H 7.55208 2.73683 2.95778  0.54
88 H 8.56234 -0.68421 3.68955  0.26
89 H 7.73706 0.54826 4.61361  0.32
90 H 9.30965 0.89810 3.66152  0.32
91 C -0.63585 -0.33108 5.02498  -1.44
92 C 0.66315 -1.12976 4.84098  -0.01
93 C 1.63165 -0.68735 3.69573  0.18
94 O 2.67432 -1.59822 3.49496  -0.42
95 C 2.31324 -2.70334 2.67310  -0.38
96 N 1.45086 -1.09175 6.15082  -0.12
97 H 0.87409 -1.21931 6.97007  0.37
98 H 2.10286 -1.86311 6.15350  0.38
99 H 1.93373 -0.22101 6.32039  0.34
100 H -0.41720 0.66422 5.41186  0.54
101 H -1.27451 -0.82997 5.75389  0.52
102 H -1.24988 -0.36041 4.12487  -0.06
103 H 0.39381 -2.18384 4.77410  0.38
104 H 1.98215 0.29067 4.02547  0.30
105 H 1.06159 -0.48558 2.78885  -0.26
106 H 3.09658 -3.42583 2.44403  0.34
107 H 1.86797 -2.44536 1.71222  0.00
108 H 1.59353 -3.35413 3.16968  0.23
109 C -5.35977 -4.68009 -4.33264  -1.80
110 C -3.93513 -4.11912 -4.32473  1.52
111 C -2.92187 -5.23391 -4.46622  -0.91
112 O -1.68219 -4.61172 -4.15139  0.04
113 C -0.46286 -5.37962 -4.33662  -0.55
114 N -3.80093 -3.11171 -5.52800  0.00
115 H -4.55229 -2.44354 -5.62341  0.38
116 H -2.90915 -2.64502 -5.44422  0.20
117 H -3.68352 -3.73209 -6.31632  0.43
118 H -5.67429 -5.03560 -5.31386  0.48
119 H -6.06303 -3.95050 -3.93111  0.42
120 H -5.48492 -5.51657 -3.64507  0.34
121 H -3.81810 -3.52378 -3.41920  -0.64
122 H -2.99956 -5.76256 -5.41627  0.50
123 H -3.28494 -6.00888 -3.79117  0.25
124 H -0.37586 -6.05751 -3.48751  0.12
125 H 0.40601 -4.72766 -4.24654  -0.01
126 H -0.45702 -5.95633 -5.26154  0.44
127 C -1.16753 -2.88117 -1.54495  -1.32
128 C -1.16518 -1.67830 -0.54856  1.17
129 C 0.17903 -0.86493 -0.65704  -1.52
130 O 0.23190 0.13841 0.35295  1.27
131 C 1.52285 0.77970 0.36028  -0.43
132 N -2.42967 -0.89248 -0.86788  1.12
133 H -2.34259 -0.43056 -1.76183  0.43
134 H -3.20864 -1.52830 -0.96297  -0.16
135 H -2.55979 -0.16635 -0.17803  0.31
136 H -2.04211 -3.48687 -1.30762  0.26
137 H -0.24970 -3.43626 -1.35115  0.73
138 H -1.20659 -2.56470 -2.58727  0.12
139 H -1.23124 -2.10370 0.45282  -0.94
140 H 0.19319 -0.45432 -1.66665  0.33
141 H 1.08060 -1.45963 -0.51006  0.03
142 H 1.86175 1.26297 -0.55607  -0.37
143 H 2.30715 0.06493 0.60943  0.52
144 H 1.62513 1.60045 1.07022  -0.07
145 C -6.10863 -2.79849 0.83476  0.52
146 F -7.05506 -1.87227 1.21630  -0.26
147 F -5.00761 -2.50327 1.43110  -0.16
148 F -6.59828 -3.97206 1.32914  -0.26
149 S -5.90051 -3.06435 -1.04810  1.04
150 O -4.91472 -2.10305 -1.53600  -0.83
151 O -5.46673 -4.43705 -1.26829  -0.56
152 O -7.21085 -2.80721 -1.58994  -0.64
153 C 2.62307 -2.54947 -3.50617  0.41
154 F 2.77411 -3.82041 -3.35198  -0.20
155 F 2.94419 -2.19629 -4.73196  -0.22
156 F 1.27382 -2.20405 -3.31306  -0.14
157 S 3.77697 -1.58058 -2.30025  1.03
158 O 3.34959 -0.19169 -2.47625  -0.81
159 O 3.58160 -2.17027 -0.94237  -0.58
160 O 5.09308 -1.78327 -2.83519  -0.70
161 O -1.60891 -0.75789 -5.67432  -0.40
162 C -1.48014 0.21375 -4.83518  0.42
163 O -1.27652 1.31788 -5.36239  -0.84
164 O -1.67063 0.09955 -3.63939  -0.66
165 H -1.41578 -0.28035 -6.48442  0.26
166 O -2.42198 -2.05070 2.58082  -0.08
167 C -2.11362 -3.12925 3.28335  0.61
168 O -1.14499 -3.80025 2.88798  -0.74
169 O -2.72488 -3.36249 4.30501  -0.81
170 H -3.21740 -1.76156 3.03391  0.13
171 O -3.44395 1.40562 0.76940  -0.30
172 C -3.79037 2.67312 0.51681  0.58
173 O -3.79316 3.43414 1.46554  -0.88
174 O -4.08067 3.03387 -0.63537  -0.70
175 H -3.41155 1.37783 1.72845  0.11

frontier orbital gap: 5.022 eV
energy above the lowest of the compared OMol25 structures with the same formula, charge and spin: 707.3 kJ/mol
total charge: +3
lowest unoccupied orbital energy: -6.77 eV
HOMO energy: -0.43319 Eh
E: -136933.90378 eV

***

Entry 2:
The following is a DFT calculation (the ωB97M-V functional and the def2-TZVPD basis) of a cluster of 13 separate species, C38H103N21O13 in total in a non-equilibrium geometry.

Last column: Mulliken charge in e.
Cartesian coordinates (Å):
1 C 7.44298 -6.48362 1.05051  -1.56
2 C 6.40440 -6.78871 -0.05544  1.93
3 C 5.87371 -8.21078 0.10825  -1.73
4 C 4.97508 -8.49761 1.30552  -0.66
5 C 3.79106 -7.56440 1.19770  -1.37
6 C 4.15897 -6.09100 1.04535  2.12
7 N 5.21275 -5.94280 0.04342  0.30
8 O 5.56514 -4.57332 -0.13365  -0.42
9 C 2.89388 -5.37670 0.58924  -2.71
10 C 4.57173 -5.58870 2.45083  -1.80
11 C 7.01798 -6.68360 -1.45397  -1.65
12 H 8.32264 -5.98165 0.63599  0.44
13 H 7.80980 -7.35027 1.59911  0.26
14 H 7.09060 -5.73218 1.75666  0.27
15 H 5.33811 -8.45009 -0.82027  0.51
16 H 6.65845 -8.97828 0.09872  0.52
17 H 5.60347 -8.34929 2.19939  0.25
18 H 4.81099 -9.57274 1.39236  0.43
19 H 3.13589 -7.73589 2.06541  0.41
20 H 3.13041 -7.98944 0.43139  0.45
21 H 2.16294 -5.39248 1.39504  0.51
22 H 3.10904 -4.32126 0.38475  0.64
23 H 2.50402 -5.74620 -0.35974  0.38
24 H 5.31380 -4.78986 2.43477  0.38
25 H 3.70184 -5.15172 2.94519  0.37
26 H 4.98113 -6.40048 3.04988  0.31
27 H 6.97904 -7.60548 -2.04381  0.37
28 H 8.08166 -6.45616 -1.39077  0.34
29 H 6.51369 -5.97713 -2.11436  0.29
30 H 5.03881 -4.35466 -0.91106  0.30
31 C -1.59928 1.36312 0.35604  -0.24
32 C -0.33175 0.53902 0.39360  2.78
33 C -0.42871 -0.41297 1.57618  -1.32
34 C 0.67882 -1.49726 1.55420  -1.06
35 C 0.54372 -2.26443 0.24042  -1.13
36 C 0.67201 -1.33979 -0.97567  2.17
37 N -0.27048 -0.24705 -0.82956  -0.57
38 O -0.31817 0.60142 -1.96437  2.02
39 C 2.13545 -0.90583 -1.13869  -1.76
40 C 0.29701 -2.14434 -2.21693  -1.67
41 C 0.90363 1.44417 0.57331  -2.19
42 H -2.45801 0.68320 0.34093  -0.08
43 H -1.79278 1.99084 -0.51703  -0.31
44 H -1.77209 1.97715 1.24337  -0.10
45 H -0.44137 0.03763 2.57224  -0.03
46 H -1.38283 -0.94962 1.52972  0.10
47 H 0.38464 -2.13452 2.39153  0.59
48 H 1.64579 -1.01562 1.67766  0.35
49 H -0.42600 -2.76938 0.30086  0.42
50 H 1.26594 -3.07953 0.17496  -0.16
51 H 2.69421 -1.76711 -1.55002  0.44
52 H 2.30968 -0.04344 -1.77667  0.06
53 H 2.81396 -0.85684 -0.27123  0.31
54 H 0.69214 -1.69704 -3.13658  0.06
55 H 0.73946 -3.14057 -2.20586  0.44
56 H -0.78267 -2.14945 -2.37671  0.31
57 H 1.20032 1.90169 -0.37237  0.32
58 H 1.79329 0.95195 0.96160  0.59
59 H 0.66388 2.28652 1.23666  0.38
60 H -1.25233 0.50736 -2.19092  -0.29
61 C -2.01473 6.67207 0.93539  0.48
62 O -1.13061 6.69514 0.08773  -0.69
63 N -2.82982 7.73616 1.17325  -0.36
64 N -2.23760 5.59860 1.75138  -0.23
65 H -2.55291 8.60290 0.75153  0.28
66 H -3.40664 7.70553 1.99379  0.16
67 H -3.11638 5.52830 2.24367  0.12
68 H -1.68485 4.76443 1.69173  0.09
69 C 4.70725 1.88980 -2.08245  0.40
70 O 4.42511 0.88784 -2.75326  -0.65
71 N 4.13838 3.09952 -2.28760  -0.13
72 N 5.77797 1.89811 -1.23212  -0.36
73 H 3.33948 3.10438 -2.90011  0.10
74 H 4.70215 3.90862 -2.10562  0.23
75 H 5.97149 2.78096 -0.78389  0.18
76 H 6.25399 1.07611 -0.91958  0.20
77 C 3.70720 4.48952 0.79448  0.67
78 O 4.65721 4.64931 0.05004  -0.67
79 N 3.40157 3.26958 1.35020  -0.38
80 N 2.82752 5.46246 1.17908  -0.36
81 H 2.46410 3.05241 1.62757  0.25
82 H 4.02804 2.52492 1.09988  0.21
83 H 2.76746 6.32657 0.67951  0.19
84 H 2.42132 5.34335 2.08771  0.19
85 C -2.21868 1.38837 4.82025  0.54
86 O -3.09959 0.63583 5.18486  -0.61
87 N -2.33383 2.29570 3.78462  -0.13
88 N -1.06350 1.56282 5.56009  -0.40
89 H -3.25937 2.44131 3.43192  -0.05
90 H -1.54271 2.90607 3.69941  0.11
91 H -0.59535 2.44876 5.53491  0.17
92 H -0.80307 0.85810 6.22201  0.24
93 C 5.15858 -2.75288 -3.94532  0.60
94 O 4.82088 -3.65984 -4.69512  -0.72
95 N 6.24124 -2.87146 -3.10565  -0.31
96 N 4.56526 -1.51783 -3.92539  -0.16
97 H 6.51428 -2.08872 -2.54243  0.14
98 H 6.82577 -3.67982 -3.19571  0.21
99 H 3.69772 -1.50702 -4.42738  0.16
100 H 4.76301 -0.93646 -3.11766  0.25
101 C 1.10424 4.63741 -2.40959  0.35
102 O 1.82134 4.39551 -3.36843  -0.85
103 N 1.20967 5.76957 -1.64687  -0.20
104 N 0.13855 3.78044 -1.92797  0.82
105 H 0.55252 5.99083 -0.91942  0.16
106 H 2.03284 6.32335 -1.79404  0.27
107 H 0.00439 2.92776 -2.45608  -0.56
108 H -0.65691 4.20649 -1.48331  -0.19
109 C 0.10510 1.37530 -4.98805  0.49
110 O -0.89501 2.07286 -4.82827  -0.81
111 N 0.01569 0.04948 -5.29919  -0.29
112 N 1.35044 1.82770 -4.68559  -0.22
113 H 0.84618 -0.51177 -5.29301  0.13
114 H -0.85723 -0.30280 -5.64003  0.20
115 H 1.42696 2.83221 -4.56918  0.20
116 H 2.16464 1.30996 -4.96783  0.14
117 C -4.26243 -0.68203 -2.18757  0.50
118 O -4.73153 -1.58910 -1.51958  -0.72
119 N -3.74434 -0.89831 -3.47419  -0.35
120 N -4.17524 0.59814 -1.74632  0.23
121 H -3.47057 -0.03521 -3.92545  0.14
122 H -4.32091 -1.46306 -4.07798  0.27
123 H -3.92690 1.44000 -2.27642  0.13
124 H -4.38167 0.65032 -0.75944  -0.12
125 C -5.37321 3.44565 -3.44225  -1.46
126 C -3.99275 4.05220 -3.41781  0.83
127 C -3.86184 5.22892 -2.49181  -0.37
128 O -4.70789 6.29170 -2.87876  -0.46
129 C -4.63077 7.34845 -1.96380  -0.62
130 N -2.98929 3.04691 -2.93874  0.13
131 H -6.11008 4.25572 -3.47595  0.41
132 H -5.63811 2.99890 -2.47243  0.19
133 H -5.58485 2.65280 -4.15510  0.37
134 H -3.68461 4.32333 -4.43086  0.25
135 H -2.82627 5.59821 -2.43153  0.47
136 H -4.09948 4.94923 -1.45179  -0.17
137 H -3.60649 7.70328 -1.81674  0.26
138 H -5.07261 7.10465 -0.98398  0.19
139 H -5.27901 8.15379 -2.31639  0.35
140 H -2.53228 2.62023 -3.74144  0.14
141 H -2.27114 3.50929 -2.40060  -0.69
142 C -7.31415 3.64647 1.70496  -1.66
143 C -5.85340 3.84470 2.05134  0.36
144 C -4.88632 3.11242 1.11581  1.07
145 O -5.16740 1.73892 1.00620  -0.47
146 C -5.00347 0.94216 2.17031  -0.61
147 N -5.45644 5.29077 2.13879  -0.46
148 H -7.46789 3.61364 0.62642  0.34
149 H -7.97275 4.30476 2.26584  0.54
150 H -7.57277 2.63196 2.02966  0.34
151 H -5.57516 3.42121 3.02501  0.21
152 H -3.83642 3.25495 1.39724  -0.62
153 H -5.04692 3.53571 0.11976  -0.34
154 H -5.71311 0.12518 2.05750  0.50
155 H -5.19422 1.40816 3.14397  0.45
156 H -3.98346 0.54913 2.23485  -0.19
157 H -5.45037 5.52110 3.13223  0.26
158 H -6.31890 5.77063 1.88452  0.32
159 C -3.34200 -2.39930 3.15919  -1.03
160 C -3.39069 -3.85568 2.69594  0.27
161 C -2.81653 -4.74576 3.81431  -0.91
162 O -1.54911 -4.30853 4.20450  -0.15
163 C -0.87184 -5.16642 5.08666  -0.85
164 N -4.79529 -4.23579 2.48258  -0.76
165 H -3.33579 -2.30681 4.24766  0.44
166 H -4.18757 -1.83678 2.77121  0.38
167 H -2.37989 -1.98278 2.85963  0.17
168 H -2.79163 -4.01081 1.80049  0.44
169 H -2.89047 -5.79259 3.47910  0.38
170 H -3.52414 -4.67654 4.65833  0.34
171 H -0.85757 -6.19310 4.69859  0.37
172 H -1.28029 -5.16354 6.10174  0.28
173 H 0.17041 -4.84675 5.10733  0.22
174 H -4.85205 -5.20503 2.17188  0.29
175 H -5.24039 -4.29625 3.39742  0.28

frontier orbital gap: 7.774 eV
energy above the lowest of the compared OMol25 structures with the same formula, charge and spin: 0.0 kJ/mol
total charge: 0
lowest unoccupied orbital energy: -0.33 eV
HOMO energy: -0.29776 Eh
E: -98990.63742 eV